1.
# C33H36BiIN4O4SeSi

A molecular structure, C33H36BiIN4O4SeSi at a distorted geometry (ωB97M-V with the def2-TZVPD basis set, the Open Molecules 2025 dataset).

LUMO = -0.2869 eV
energy above the lowest of the compared OMol25 structures with the same formula, charge and spin = 11.6 kcal per mole
HOMO = -7.53 eV

Element x y z (Å)
1 Bi -0.158172 -0.776081 -0.987183
2 O -1.140595 3.530174 -2.238405
3 C -0.816035 2.232800 -2.342861
4 O 0.314053 1.852014 -2.610240
5 C -2.000842 1.358240 -2.593733
6 C -3.049122 1.839345 -3.366243
7 C -4.026375 0.955823 -3.806132
8 C -3.882968 -0.393947 -3.532217
9 C -2.807428 -0.799269 -2.753712
10 N -1.934735 0.068650 -2.252418
11 C -2.476483 -2.275810 -2.568373
12 O -3.286175 -3.110914 -2.920899
13 O -1.309438 -2.484599 -2.101796
14 H -0.332758 4.057577 -2.162529
15 H -3.077822 2.889857 -3.607650
16 H -4.850813 1.318411 -4.400024
17 H -4.571697 -1.143020 -3.891786
18 N 2.803868 0.069254 -2.920056
19 C 3.974587 0.256896 -2.232515
20 C 5.203874 0.263479 -2.863712
21 C 6.394823 0.410024 -2.150411
22 C 6.381395 0.578338 -0.791166
23 C 5.154247 0.564819 -0.097234
24 C 5.055707 0.723215 1.302680
25 C 3.827272 0.664290 1.905143
26 C 2.696816 0.435412 1.104538
27 N 2.738996 0.309248 -0.194850
28 C 3.935603 0.381056 -0.811711
29 H 2.860024 0.220267 -3.916121
30 H 1.982454 0.478525 -2.497398
31 H 5.232163 0.165482 -3.938864
32 H 7.330401 0.399363 -2.690919
33 H 7.302709 0.713401 -0.242841
34 H 5.955793 0.876019 1.884187
35 H 3.713151 0.784434 2.972266
36 H 1.715396 0.351840 1.552995
37 C -0.964030 -3.980176 0.596932
38 Si -1.372250 -2.136557 0.865358
39 C -0.812779 -1.721496 2.649989
40 C -3.262148 -1.866564 0.787314
41 H -1.615605 -4.622330 1.181339
42 H 0.061171 -4.200634 0.881524
43 H -1.082231 -4.247928 -0.447124
44 H -1.145351 -2.491690 3.337786
45 H -1.238660 -0.781587 2.984591
46 H 0.267711 -1.656592 2.740852
47 H -3.782443 -2.538281 1.464956
48 H -3.636688 -2.065158 -0.214064
49 H -3.535811 -0.849190 1.058968
50 I 5.072065 -3.855526 1.501187
51 C 3.587820 -3.784702 0.006386
52 C 3.631686 -4.632682 -1.088135
53 C 2.635855 -4.511404 -2.045856
54 C 1.630488 -3.578008 -1.851758
55 N 1.597579 -2.787610 -0.791521
56 C 2.551296 -2.872782 0.114582
57 H 4.409881 -5.373971 -1.192978
58 H 2.645980 -5.134495 -2.925472
59 H 0.801761 -3.473744 -2.537182
60 H 2.475179 -2.198286 0.954867
61 C -4.220241 4.008580 4.655147
62 C -3.386022 3.295857 3.631988
63 C -2.089304 2.890812 3.904854
64 C -1.270555 2.337942 2.932026
65 C 0.131063 1.954581 3.281741
66 C -1.779566 2.167879 1.643933
67 Se -0.531817 1.700679 0.175393
68 C -3.102666 2.507983 1.358508
69 C -3.690299 2.313751 -0.005055
70 C -3.884352 3.065657 2.358504
71 H -3.793920 3.918104 5.651041
72 H -5.240095 3.626842 4.671401
73 H -4.270719 5.070613 4.410294
74 H -1.691559 3.032015 4.898492
75 H 0.351865 2.191412 4.317651
76 H 0.830948 2.479433 2.633870
77 H 0.269590 0.886302 3.138505
78 H -3.700535 1.256003 -0.268044
79 H -3.094204 2.846651 -0.743396
80 H -4.709755 2.690788 -0.041717
81 H -4.900210 3.354895 2.124510

Cartesian forces, eV/Å:
Bi 0.899 -0.078 -0.100
O -0.364 0.165 -0.110
C 0.883 0.221 -0.601
O -0.401 0.184 0.059
C -0.751 -0.082 -0.382
C 0.156 -0.048 0.229
C 0.225 -0.191 0.051
C -0.115 0.189 0.141
C -0.114 0.042 -0.156
N -0.338 0.274 -0.666
C -0.204 -0.085 -0.128
O -0.270 0.005 -0.101
O 0.387 -0.068 0.068
H 0.099 -0.211 -0.010
H -0.020 0.048 -0.056
H -0.109 0.006 -0.046
H 0.014 -0.056 -0.016
N -0.209 -0.016 -0.161
C 0.398 -0.120 -0.156
C -0.430 -0.014 -0.044
C 0.071 0.078 0.373
C 0.232 -0.045 -0.136
C -0.367 -0.022 -0.175
C -0.247 -0.066 0.085
C 0.356 -0.003 -0.046
C -0.076 0.019 0.030
N -0.298 -0.021 0.020
C 0.665 0.059 0.103
H -0.039 0.031 0.109
H -0.010 0.024 -0.077
H 0.021 -0.041 -0.144
H 0.079 0.033 0.003
H 0.045 -0.001 0.074
H 0.037 0.026 0.011
H 0.006 -0.020 0.068
H -0.077 0.100 0.108
C -0.060 0.517 -0.104
Si -0.781 -0.873 1.349
C -0.115 0.089 -0.693
C 0.623 0.040 -0.222
H -0.207 -0.014 0.221
H 0.141 0.009 0.113
H -0.056 -0.032 -0.170
H -0.131 -0.267 0.070
H -0.084 0.252 0.021
H 0.255 0.017 -0.003
H 0.027 -0.174 0.148
H -0.116 -0.051 -0.122
H 0.059 0.178 0.039
I -0.323 0.034 -0.312
C 0.338 -0.057 0.321
C -0.107 0.103 -0.030
C 0.048 0.031 0.111
C 0.069 -0.326 -0.248
N -0.193 0.084 -0.057
C 0.353 -0.097 0.308
H 0.094 0.022 -0.002
H -0.073 -0.084 -0.074
H -0.037 -0.005 -0.166
H 0.111 0.016 0.131
C 0.001 0.024 -0.027
C -0.017 -0.079 -0.014
C -0.173 0.121 0.049
C -0.072 -0.087 -0.105
C 0.013 0.071 -0.044
C 0.531 -0.374 -0.645
Se -0.428 0.636 1.614
C -0.037 -0.040 -0.041
C 0.055 0.060 0.059
C 0.067 0.046 0.070
H 0.001 -0.030 0.084
H -0.044 -0.016 0.040
H -0.042 0.055 0.044
H 0.079 0.044 0.181
H 0.033 0.056 0.139
H 0.162 -0.032 -0.013
H 0.133 -0.128 -0.038
H 0.015 -0.076 -0.122
H -0.037 0.001 -0.054
H -0.089 -0.001 -0.015
H -0.122 0.023 -0.015

2.
# C33H36ClN2O2Sb2SeSn

A molecular structure, C33H36ClN2O2Sb2SeSn at a distorted geometry (ωB97M-V with the def2-TZVPD basis set, the Open Molecules 2025 dataset).

net charge = -1
LUMO = 2.4937 eV
HOMO = -4.67 eV

Element x y z (Å)
1 Sn 1.520889 -1.947262 -1.192610
2 O 0.600115 -3.385069 -2.567080
3 C -0.631122 -3.769783 -2.709987
4 C -1.056295 -4.274367 -3.963721
5 C -2.350032 -4.675857 -4.183843
6 C -3.295825 -4.626464 -3.152934
7 C -2.891312 -4.216522 -1.906354
8 C -1.576111 -3.789252 -1.653066
9 C -1.231270 -3.464872 -0.302192
10 N -0.171555 -2.870082 0.112321
11 N 0.035763 -2.830109 1.451357
12 C 0.830463 -1.865254 1.826853
13 O 1.266554 -0.949862 1.048687
14 C 1.193618 -1.826476 3.267032
15 C 2.166919 -0.931870 3.699869
16 C 2.508848 -0.859986 5.041138
17 C 1.875359 -1.679034 5.964655
18 C 0.909459 -2.581687 5.537262
19 C 0.570160 -2.656093 4.196863
20 H -0.312061 -4.312578 -4.748453
21 H -2.644171 -5.036739 -5.162782
22 H -4.320630 -4.925638 -3.329597
23 H -3.603192 -4.218268 -1.086699
24 H -1.931335 -3.794639 0.467913
25 H 2.662420 -0.305026 2.969215
26 H 3.271681 -0.165697 5.371253
27 H 2.140620 -1.622397 7.013264
28 H 0.419703 -3.227017 6.256096
29 H -0.176443 -3.353404 3.842892
30 C 4.577196 2.074842 -0.417819
31 Sb 2.482471 1.668433 0.000521
32 C 1.878887 3.339547 -1.257941
33 C 2.431114 2.817343 1.887221
34 C 1.302865 3.782817 1.870319
35 C 1.573665 5.120923 1.573092
36 C 0.571346 6.065834 1.443499
37 C -0.748696 5.679308 1.614787
38 C -1.033129 4.366921 1.950502
39 C -0.035300 3.399010 2.088993
40 C -0.441900 2.012995 2.466587
41 Sb -1.192636 0.818845 0.786968
42 C -3.056278 1.938666 0.554243
43 C -2.218905 -0.551162 2.124517
44 H 4.817489 3.124569 -0.245683
45 H 4.769785 1.826128 -1.461330
46 H 5.210255 1.443236 0.204558
47 H 2.391667 4.253753 -0.960211
48 H 0.803177 3.502202 -1.172929
49 H 2.122402 3.115128 -2.297169
50 H 3.391283 3.324266 1.973002
51 H 2.349762 2.073959 2.680057
52 H 2.607398 5.421684 1.440853
53 H 0.817680 7.095183 1.214175
54 H -1.553207 6.394829 1.497004
55 H -2.063866 4.070691 2.108227
56 H -1.260558 2.038527 3.186402
57 H 0.375689 1.425155 2.883239
58 H -3.468196 2.234452 1.519979
59 H -3.779987 1.294736 0.051082
60 H -2.900579 2.828218 -0.057200
61 H -3.148709 -0.091150 2.457854
62 H -1.587981 -0.786479 2.980297
63 H -2.447169 -1.479521 1.604754
64 Se 3.719014 -2.857072 -0.981800
65 Cl -3.881847 -1.265141 -6.017285
66 C -2.450657 -0.963785 -5.076818
67 C -1.210897 -1.305080 -5.585649
68 C -0.074603 -1.082278 -4.826862
69 C -0.151632 -0.510982 -3.557327
70 C 1.039916 -0.289621 -2.726701
71 C -1.418343 -0.149458 -3.085169
72 C -2.563069 -0.383227 -3.824351
73 H -1.139674 -1.760270 -6.564447
74 H 0.892745 -1.360487 -5.227398
75 H 0.974748 0.601968 -2.113071
76 H 1.981056 -0.357641 -3.269712
77 H -1.499462 0.319202 -2.112737
78 H -3.535544 -0.118715 -3.430476

Cartesian forces, eV/Å:
Sn -0.842 -0.275 -0.372
O 0.196 0.453 0.271
C 0.056 -0.089 0.029
C 0.065 0.038 -0.071
C 0.026 0.045 0.061
C -0.124 -0.068 -0.011
C 0.010 0.021 0.044
C -0.126 0.065 -0.381
C -0.060 -0.025 0.372
N 0.572 0.463 -1.115
N -0.156 -0.433 0.937
C -0.234 -0.030 -0.453
O 0.304 -0.237 -0.415
C 0.071 0.119 0.224
C 0.016 0.042 -0.076
C -0.008 -0.004 0.100
C 0.034 -0.023 -0.011
C -0.003 0.024 0.038
C -0.023 -0.003 -0.079
H 0.000 0.014 -0.027
H 0.024 0.028 -0.013
H 0.014 -0.018 0.009
H 0.037 0.020 0.029
H 0.066 0.028 0.054
H -0.031 -0.033 -0.036
H 0.002 0.011 -0.029
H -0.006 0.004 0.000
H -0.010 -0.008 -0.015
H -0.013 -0.007 0.015
C -0.126 -0.099 0.147
Sb 0.546 0.567 -0.346
C -0.060 -0.053 0.204
C 0.002 -0.354 -0.172
C -0.143 0.125 0.047
C -0.003 0.028 0.019
C 0.006 0.010 -0.014
C -0.059 0.020 0.023
C -0.004 -0.002 -0.024
C 0.039 0.197 0.035
C 0.060 -0.171 -0.259
Sb -0.569 0.163 0.335
C 0.220 0.103 -0.083
C 0.176 -0.069 -0.191
H -0.044 0.012 0.016
H -0.011 -0.018 -0.001
H 0.010 0.000 -0.010
H 0.018 -0.002 0.006
H 0.005 0.011 -0.025
H 0.002 -0.087 0.017
H -0.003 0.022 0.010
H 0.002 0.051 0.050
H 0.005 -0.024 -0.020
H 0.012 -0.012 -0.029
H 0.008 0.007 0.038
H 0.011 0.003 0.018
H -0.003 -0.045 0.012
H -0.016 0.005 0.060
H 0.033 -0.037 0.027
H 0.036 -0.033 -0.018
H -0.038 0.004 0.008
H 0.051 0.091 0.022
H 0.010 -0.004 0.010
H 0.017 -0.033 0.008
Se -0.088 0.227 0.123
Cl -0.115 -0.046 -0.080
C 0.138 0.023 0.114
C -0.062 -0.045 -0.079
C 0.077 0.063 0.077
C -0.422 -0.036 -0.145
C 0.315 -0.878 1.294
C 0.119 -0.073 -0.070
C -0.046 0.005 -0.028
H 0.002 0.006 -0.006
H 0.008 -0.047 0.038
H 0.036 0.135 -0.170
H 0.004 0.200 -0.054
H -0.008 -0.036 0.023
H -0.008 0.004 -0.035